{"formula": "C3H3NOS", "method": "ωB97M-V/def2-TZVPD", "relative_energy_ev": 1.390, "smiles": "N#CC(=O)CS", "homo_lumo_gap_ev": 8.86, "spin_multiplicity": 1, "molar_mass_g_mol": 101.13, "max_force_ev_per_a": 4.496, "charge": 0, "homo_ha": -0.35562, "e_lumo_ev": -0.819, "symbols": ["S", "O", "N", "C", "C", "C", "H", "H", "H"], "positions_angstrom": [[-1.13114, 1.24176, 1.16924], [-1.45412, -0.34819, -1.50919], [2.08647, -0.51431, -1.53371], [-0.39633, -0.33126, -0.95182], [0.93797, -0.41712, -1.42293], [-0.21689, -0.20061, 0.67267], [-0.03503, 1.94992, 1.69402], [-0.58609, -1.17847, 1.11188], [0.79515, -0.20170, 0.76984]], "atomic_forces_ev_per_a": [[1.11, 1.13, 1.07], [0.72, -0.02, -0.32], [-1.04, 0.12, -0.07], [-1.63, 0.09, 3.25], [2.44, -0.32, -1.59], [-3.25, -2.00, -2.38], [-1.19, -0.76, -0.57], [0.10, 1.22, -0.40], [2.75, 0.55, 1.00]], "nbo_charge": [0.01, -0.44, -0.22, 0.49, 0.15, -0.62, 0.15, 0.24, 0.23]}